ORCA calculation (the ωB97M-V functional and the def2-TZVPD basis) on C14H29N2O8STi as an isolated structure.

Values from the calculation:
frontier orbital gap = 7.89 eV
F_max = 0.500 eV/Å
net charge = +3
E_HOMO = -19.2 eV
E_LUMO = -11.29 eV
energy relative to the best compared isomer or geometry (same formula, charge and spin) = 41.1 kJ/mol
E_tot = -2509.03522 Eh

Last column: natural (NBO) charge in e.
Positions of all 55 atoms, in Å:
Ti -0.501 -0.428 0.379  1.87
S -2.632 -0.313 -0.822  -0.12
O -0.743 -2.256 -0.607  -0.58
O 1.109 -1.665 1.066  -0.59
O -2.553 0.508 2.398  -0.59
O -0.480 1.618 -0.088  -0.61
O 2.150 1.350 -0.180  -0.54
O 0.403 0.568 1.986  -0.59
O -1.404 -1.265 1.738  -0.78
O 1.018 -0.732 -1.639  -0.59
N -3.707 1.725 -2.111  -0.71
N -3.822 1.891 0.175  -0.73
C -0.584 2.496 1.074  -0.10
C 1.174 -3.037 0.585  -0.09
C -2.285 -0.660 2.537  0.69
C 2.995 0.493 -0.935  -0.09
C 0.192 2.215 -1.246  -0.08
C -0.635 -2.370 -2.062  -0.09
C 1.643 2.474 -0.881  -0.12
C 0.720 -1.865 -2.475  -0.10
C 0.415 2.014 2.094  -0.09
C -0.223 -3.395 0.146  -0.09
C 1.540 -0.024 2.676  -0.09
C -3.433 1.257 -0.911  0.40
C 1.438 -1.504 2.471  -0.09
C 2.262 -0.129 -2.093  -0.10
H -4.399 2.722 0.120  0.44
H -3.750 1.429 1.073  0.46
H 3.870 1.030 -1.311  0.23
H 2.892 -0.902 -2.535  0.23
H 1.726 3.340 -0.222  0.22
H 3.339 -0.272 -0.240  0.21
H 1.491 0.239 3.733  0.25
H 1.501 -3.697 1.387  0.25
H 0.653 -1.966 3.071  0.22
H -0.400 3.528 0.780  0.25
H -0.263 -4.285 -0.479  0.25
H -1.598 2.402 1.440  0.24
H 1.431 2.355 1.900  0.23
H 0.110 2.293 3.103  0.25
H -1.433 -1.760 -2.467  0.24
H -3.401 1.229 -2.934  0.44
H 2.025 0.592 -2.879  0.20
H -0.800 -3.407 -2.345  0.25
H 0.698 -1.572 -3.527  0.24
H 2.393 -1.987 2.674  0.25
H -4.343 2.500 -2.254  0.44
H 2.221 2.706 -1.779  0.23
H -0.336 3.134 -1.503  0.23
H 1.910 -3.060 -0.215  0.22
H 2.441 0.392 2.225  0.23
H -2.717 -1.303 3.310  0.20
H 1.502 -2.617 -2.348  0.20
H 0.070 1.493 -2.048  0.22
H -0.891 -3.522 0.993  0.25

Cartesian forces, eV/Å:
0.22 0.14 -0.43
0.10 0.10 0.11
0.02 -0.15 -0.08
0.01 -0.02 -0.05
-0.02 -0.10 -0.08
-0.22 0.07 0.07
-0.01 -0.02 -0.01
0.13 0.09 0.17
-0.12 -0.18 0.17
-0.01 -0.05 0.00
0.00 0.03 -0.05
-0.09 -0.10 -0.06
-0.01 -0.01 0.10
-0.02 -0.06 0.03
-0.14 0.29 0.09
0.02 0.00 0.00
0.02 0.01 0.00
0.04 -0.02 0.00
0.01 0.00 0.03
-0.02 0.00 0.02
0.02 0.02 -0.04
-0.05 0.00 0.03
-0.03 0.02 0.00
0.11 0.07 0.05
-0.01 -0.02 0.02
-0.01 0.02 0.00
0.00 -0.01 0.01
0.06 0.02 0.03
0.00 0.00 0.00
0.00 0.00 0.00
0.02 0.01 -0.01
0.00 0.00 0.00
0.01 -0.01 0.00
0.03 0.03 0.01
-0.01 0.01 -0.01
0.02 -0.02 -0.07
0.05 0.00 0.00
-0.02 -0.01 0.01
-0.01 0.00 -0.02
-0.01 0.00 0.00
-0.02 0.00 -0.01
-0.04 -0.04 0.01
-0.01 0.00 0.00
-0.01 0.00 0.01
0.00 0.00 0.00
0.00 0.00 0.00
0.01 0.01 0.01
-0.01 0.00 -0.01
-0.02 -0.01 0.01
-0.03 0.00 -0.02
0.01 0.00 -0.01
0.05 -0.09 -0.05
0.00 0.00 -0.01
0.02 -0.01 0.01
0.00 0.00 -0.01